DFT (ωB97M-V with the def2-TZVPD basis set) results for a molecular structure, C56H46CrN6O8S2.

E_LUMO (alpha / beta)   3.96 / 3.93 eV
⟨S²⟩   6.03
Relative energy (zero: lowest compared OMol25 entry of this formula, charge and spin)   0.000 eV
Charge   -2
2S+1   5
HOMO energy (alpha / beta)   -2.729 / -2.682 eV

Cartesian coordinates (Å):
Cr1 12.97098 17.86822 14.30058
C1 16.80376 20.54628 18.47611
C2 15.90236 19.42648 18.92379
C3 16.13295 19.09203 20.41183
O1 14.53592 19.81401 18.73080
C4 14.00314 19.06873 17.62182
C5 15.19792 18.34461 17.02112
O2 16.10785 18.27872 18.12151
C6 14.93615 16.92550 16.44536
O3 14.49862 17.05990 15.15552
C7 14.05038 15.94930 17.25787
C8 13.80617 16.08227 18.63293
C9 13.04669 15.14655 19.35302
C10 12.65963 13.97852 18.67025
C11 12.99370 13.78286 17.33219
C12 13.63969 14.78813 16.62522
C13 16.29140 16.19132 16.37329
C14 17.06391 16.42662 15.24602
C15 18.26595 15.74883 15.08504
C16 18.73794 14.81937 16.01276
C17 17.92782 14.60759 17.11971
C18 16.75442 15.30193 17.30988
C19 13.16403 19.96925 16.72909
O4 12.87679 19.35738 15.55188
C20 13.86991 21.33368 16.52908
C21 14.62924 21.56388 15.38184
C22 15.29646 22.74053 15.25992
C23 15.20371 23.78671 16.18831
C24 14.47352 23.55985 17.36926
C25 13.82793 22.33235 17.52986
C26 11.88599 20.24694 17.45504
C27 11.67881 20.11554 18.82629
C28 10.36885 20.31578 19.37654
C29 9.30709 20.64411 18.52969
C30 9.55397 20.93089 17.18949
C31 10.80367 20.68550 16.61597
H1 16.67966 21.41732 19.09482
H2 16.40919 20.82464 17.48254
H3 17.87996 20.26236 18.54921
H4 16.04043 20.02329 21.00825
H5 17.14345 18.73859 20.61045
H6 15.35335 18.36818 20.68607
H7 13.30680 18.31286 18.05496
H8 15.66648 18.86082 16.17623
H9 14.16812 16.92259 19.19885
H10 12.71455 15.32467 20.33496
H11 12.06672 13.27612 19.25004
H12 12.70212 12.88504 16.83971
H13 13.83366 14.77185 15.57840
H14 16.64089 17.09116 14.48634
H15 18.92591 15.91447 14.22895
H16 19.72444 14.30519 15.93276
H17 18.34290 13.90977 17.90551
H18 16.19211 15.09650 18.22571
H19 14.76869 20.79685 14.60847
H20 15.89392 22.87447 14.34723
H21 15.78105 24.67475 16.06903
H22 14.36597 24.34875 18.12566
H23 13.24484 22.11668 18.44544
H24 12.52769 19.81730 19.47942
H25 10.22908 20.23770 20.48192
H26 8.31968 20.68934 18.89967
H27 8.68250 21.17976 16.57176
H28 10.95153 20.86418 15.58156
N1 7.44382 9.21800 13.18409
C32 8.17520 10.09108 13.12195
C33 9.06832 11.18057 13.23540
C34 10.37414 11.00628 13.60677
C35 11.14669 12.16376 13.79417
C36 10.55518 13.41957 13.61747
C37 9.22507 13.53259 13.19266
C38 8.52401 12.43057 12.99336
C39 11.31778 14.68196 13.82776
C40 10.94201 15.47676 14.90407
C41 10.11901 15.02559 15.95721
C42 10.08421 16.02326 16.89661
C43 10.96366 17.01634 16.39226
N2 11.55083 16.66940 15.23805
C44 12.19995 15.06985 12.82625
C45 12.46346 14.42367 11.60446
C46 13.38998 15.22943 10.92424
C47 13.62492 16.35897 11.75927
N3 12.91903 16.29272 12.89158
H29 10.76054 10.01105 13.86569
H30 12.13893 12.05898 14.33600
H31 8.76226 14.47305 13.04051
H32 7.49701 12.50660 12.74379
H33 9.63131 14.04722 15.92480
H34 9.49645 16.13829 17.82462
H35 11.24008 17.91159 16.88855
H36 11.96421 13.50421 11.32792
H37 13.86336 14.96885 10.01466
H38 14.21136 17.22891 11.52247
O5 14.12671 18.87902 12.90161
O6 15.36729 19.14746 13.27346
N4 8.77213 14.11722 7.25599
C48 8.64687 14.74229 8.49831
C49 7.39598 14.91833 9.09561
C50 7.28349 15.59205 10.30415
C51 8.42979 16.08747 10.94609
C52 9.66752 15.86784 10.37661
C53 9.74543 15.23255 9.18549
S1 8.18047 17.09530 12.38010
O7 7.28375 18.19098 12.05147
O8 7.57333 16.12045 13.29642
N5 9.64389 17.44121 12.83624
C54 10.20468 18.68763 12.86669
S2 9.28134 20.11390 12.42637
C55 10.64328 21.10898 12.76754
C56 11.64967 20.32247 13.18281
N6 11.42198 18.99346 13.24330
H39 7.99335 14.28971 6.62844
H40 9.65399 14.29545 6.84226
H41 6.55094 14.49385 8.64859
H42 6.33081 15.71703 10.77509
H43 10.54019 16.24964 10.89718
H44 10.79021 15.04222 8.84020
H45 10.59599 22.17440 12.76277
H46 12.60990 20.64758 13.58129

Forces on the atoms, in the same order (eV/Å):
Cr 0.2 -0.3 -0.1
C 0.2 0.1 -0.7
C 0.2 -0.2 0.6
C -0.6 0.5 -0.3
O 0.8 -0.5 0.2
C -0.2 -0.7 0.7
C 0.0 -0.4 -0.1
O -0.1 0.2 0.7
C -0.1 -0.5 0.1
O -0.6 -0.1 -0.4
C 0.2 0.6 1.2
C -0.5 -0.3 0.3
C 0.5 -0.7 -2.8
C 0.0 0.6 0.9
C 0.0 0.7 0.4
C -0.3 0.2 0.6
C 0.0 0.6 -0.6
C 0.1 -0.2 -0.4
C 1.1 -0.2 -0.6
C -0.2 0.2 0.2
C 1.7 -1.1 1.1
C -0.3 -0.6 1.1
C 0.7 0.3 -0.1
O 0.0 -0.2 -0.7
C 0.3 0.2 0.4
C -0.5 -1.3 0.3
C 0.9 1.9 -0.8
C -0.3 -1.4 0.7
C -0.1 0.0 -0.6
C -0.4 -0.3 0.0
C -2.3 0.8 -0.5
C -0.8 -0.1 0.6
C 0.9 -0.1 -0.1
C 1.7 0.1 0.4
C -0.1 -0.9 -0.6
C -0.1 0.1 2.4
H -0.3 0.4 0.4
H 0.9 0.0 0.1
H -0.8 0.0 -0.5
H -0.3 -0.5 -0.3
H -0.1 -0.4 -0.2
H 0.4 0.1 0.3
H 0.4 0.5 -0.5
H -0.2 0.3 0.0
H 0.2 0.3 -0.1
H -0.1 0.2 1.2
H 0.0 -0.3 -0.4
H -0.2 -0.6 -0.3
H 0.1 -0.5 -0.7
H 0.3 -0.1 0.2
H -0.5 0.2 0.0
H -1.0 0.5 -0.2
H -0.9 0.7 -0.8
H 0.1 0.2 -0.4
H -0.3 0.2 0.4
H -0.1 0.1 0.4
H 0.2 0.6 -0.2
H 0.2 -0.4 -0.3
H 0.5 0.3 -0.7
H -0.9 0.3 -0.5
H 0.0 -0.2 -1.1
H -0.9 0.2 0.5
H 0.5 0.1 0.0
H 0.2 -0.1 -0.7
N -0.9 -1.1 -0.2
C 0.4 -0.1 0.4
C -0.4 -0.2 -0.6
C 1.0 0.2 0.6
C 0.5 -0.3 1.3
C 0.7 -0.1 -0.2
C 2.1 1.3 0.3
C -1.2 -1.6 0.0
C -0.7 0.4 0.0
C 1.4 -1.1 -0.2
C -0.9 -0.5 0.0
C -0.3 0.5 0.4
C 0.5 -0.6 -0.3
N -1.2 0.8 1.0
C 0.7 1.3 0.3
C 0.7 0.5 0.0
C -1.0 -0.5 1.3
C -0.6 -0.7 -0.1
N 0.0 -0.6 -0.8
H -0.2 0.5 -0.3
H -1.1 0.3 -1.2
H -0.1 0.9 0.1
H -0.8 0.0 -0.4
H 0.0 0.6 0.2
H 0.5 -0.3 -0.7
H 0.1 0.7 0.2
H 0.3 0.0 -0.2
H 0.3 0.1 -0.8
H 0.2 0.0 0.1
O 0.4 0.0 0.7
O -0.4 0.0 -0.2
N -0.8 -0.4 0.2
C -0.4 0.6 0.4
C 1.1 0.4 0.8
C 1.0 -0.1 0.0
C -0.9 0.4 -0.8
C -0.4 1.1 1.5
C 2.1 -1.2 -1.4
S -0.4 -1.2 1.2
O 0.5 0.1 -0.3
O 0.4 0.7 -0.2
N 0.7 0.9 0.1
C -1.9 -0.9 -0.4
S -0.3 0.3 -0.2
C 0.0 -0.5 0.1
C 1.1 1.4 0.5
N 0.1 -1.5 0.2
H 0.3 0.0 0.2
H 0.7 0.1 -0.6
H -1.3 -0.5 -0.7
H -0.4 0.1 0.1
H 0.0 -0.1 -0.2
H -1.0 0.1 -0.2
H 0.1 0.4 -0.1
H -0.3 0.1 -0.4